# C4H8N2O

A single C4H8N2O molecule at a distorted geometry (ωB97M-V/def2-TZVPD, the OMol25 dataset).

Calculated values
HOMO-LUMO gap (alpha / beta)	7.64 / 7.62	eV
LUMO level (alpha / beta)	-0.411 / -0.426	eV
ΔE to the lowest compared entry with this formula, charge and spin	154.7	kcal per mole
total charge	0
calculated total energy	-9299.6836	eV

```
15
Properties=species:S:1:pos:R:3:forces:R:3:mulliken_charge:R:1
C 0.999 -0.215 0.244 -1.3 0.5 -0.5 1.034
C 1.668 -1.484 0.081 -1.0 0.2 0.0 -0.857
C -1.503 -0.070 -0.551 3.8 3.7 0.9 -1.122
C -0.443 -0.005 0.577 0.2 -0.9 -2.9 -1.091
N 1.691 0.929 0.105 3.5 -2.9 -0.9 0.290
N 2.926 0.857 -0.309 -0.7 0.7 0.2 -0.800
O 0.741 -2.534 -0.005 1.3 2.2 -0.1 -0.320
H -1.278 0.836 -1.132 -0.2 -0.5 -0.7 0.261
H -2.416 0.103 -0.153 -3.1 -0.1 1.2 0.348
H -1.343 -0.937 -1.022 0.0 -3.1 -2.3 0.423
H -0.585 -0.809 1.162 -1.3 -2.6 2.6 0.385
H -0.669 0.855 1.078 0.0 2.4 1.8 0.502
H 1.254 1.791 0.327 -0.5 1.0 0.4 0.263
H 3.420 1.728 -0.131 -0.4 0.4 0.0 0.203
H 1.401 -3.162 -0.292 -0.3 -1.1 0.2 0.482
```
Forces are in eV/Å.



# C19H47MnN4O2PSi3Te

A molecular structure, C19H47MnN4O2PSi3Te (ωB97M-V/def2-TZVPD, the OMol25 dataset).

Calculated values
HOMO-LUMO gap (alpha / beta)	5.36 / 7.76	eV
LUMO level (alpha / beta)	-10.344 / -8.146	eV
ΔE to the lowest compared entry with this formula, charge and spin	0.0	kcal per mole
total charge	+3
calculated total energy	-102037.6168	eV
expectation value of S²	6.273
multiplicity	5

```
78
Properties=species:S:1:pos:R:3:forces:R:3:mulliken_charge:R:1
Mn -1.198 0.614 0.061 -0.3 -0.8 0.0 -0.608
C -4.667 0.582 1.783 0.0 0.0 0.0 -1.450
C -4.319 -0.320 0.639 0.0 0.1 0.0 0.502
C -5.249 -1.146 0.041 -0.1 0.0 0.0 -0.769
C -4.876 -1.907 -1.063 0.0 0.0 -0.1 -0.663
C -3.590 -1.846 -1.575 -0.1 -0.2 -0.1 -0.776
C -2.687 -1.025 -0.921 0.2 0.4 0.1 0.691
N -3.058 -0.303 0.173 0.3 0.1 0.0 0.250
N -1.367 -0.747 -1.235 -0.2 0.0 0.0 1.248
Si -0.291 -1.695 -2.314 0.1 0.2 0.0 0.210
C -0.291 -3.423 -1.643 0.0 -0.2 0.1 -1.018
C -0.926 -1.651 -4.055 -0.1 -0.1 -0.1 -1.133
C 1.387 -0.892 -2.126 0.0 0.0 -0.1 -0.848
H -5.286 1.411 1.433 0.0 0.0 0.0 0.297
H -3.770 0.995 2.246 0.0 0.0 0.0 0.182
H -5.243 0.052 2.541 0.0 0.0 0.0 0.482
H -6.258 -1.185 0.429 0.0 0.0 0.0 0.533
H -5.609 -2.540 -1.548 0.0 0.0 0.0 0.503
H -3.302 -2.395 -2.462 0.0 0.0 0.0 0.495
H -1.301 -3.771 -1.407 0.1 0.0 0.0 0.366
H 0.334 -3.494 -0.749 0.0 0.0 0.0 0.146
H 0.118 -4.104 -2.397 0.0 0.0 0.1 0.409
H -1.481 -2.562 -4.294 0.0 0.1 0.0 0.422
H -0.086 -1.593 -4.755 -0.1 0.0 0.0 0.451
H -1.578 -0.797 -4.244 0.1 -0.1 0.0 0.267
H 1.417 -0.227 -1.260 0.1 0.0 0.1 -0.103
H 1.661 -0.317 -3.014 0.0 0.0 0.1 0.331
H 2.157 -1.654 -1.981 0.0 0.0 0.0 0.402
C -3.492 2.647 -1.759 -0.1 0.1 0.1 -0.315
Si -2.332 3.377 -3.031 0.1 -0.1 0.2 -0.054
C -3.016 4.894 -3.818 0.0 0.1 -0.2 -1.040
C -1.773 2.026 -4.169 0.0 0.0 -0.2 -0.562
C -0.740 3.962 -2.130 -0.1 0.0 -0.1 -0.937
Te 0.213 2.686 -0.733 0.2 0.2 0.0 0.082
C -1.081 3.071 0.938 0.2 0.0 -0.1 -0.258
Si -0.179 4.106 2.317 -0.1 -0.2 -0.1 -0.067
C 0.444 5.638 1.494 0.0 0.1 0.0 -0.984
C 1.196 2.984 2.901 0.1 -0.1 0.0 -0.817
C -1.428 4.417 3.636 -0.1 0.1 0.1 -1.059
H -4.332 2.152 -2.254 0.0 0.0 0.0 0.444
H -3.906 3.393 -1.073 0.0 -0.1 0.0 0.446
H -2.983 1.877 -1.172 -0.1 0.0 0.0 -0.218
H -3.914 4.656 -4.394 0.0 0.0 0.0 0.349
H -2.294 5.344 -4.505 -0.1 0.0 0.0 0.360
H -3.286 5.640 -3.067 0.0 0.0 0.0 0.345
H -2.623 1.575 -4.688 0.1 0.0 0.0 0.431
H -1.277 1.240 -3.590 0.0 0.0 0.0 -0.351
H -1.075 2.386 -4.930 0.0 0.0 0.1 0.447
H -0.892 4.885 -1.563 0.1 0.0 0.0 0.463
H 0.045 4.147 -2.869 0.0 0.1 0.1 0.614
H -1.408 2.132 1.436 -0.1 0.0 0.3 0.106
H -1.971 3.569 0.547 0.0 -0.1 0.0 0.752
H 1.150 5.425 0.687 0.0 0.0 0.0 0.353
H 0.968 6.263 2.223 0.0 0.0 -0.1 0.375
H -0.380 6.235 1.093 0.1 0.0 0.0 0.367
H 1.809 2.642 2.061 0.0 0.0 0.0 0.196
H 0.778 2.113 3.418 0.0 0.0 0.0 0.191
H 1.861 3.503 3.598 -0.1 0.0 0.0 0.522
H -2.235 5.060 3.277 0.0 0.0 0.0 0.358
H -0.951 4.933 4.475 -0.1 0.0 0.0 0.382
H -1.867 3.493 4.020 0.0 0.0 0.0 0.358
N 3.572 -1.515 2.726 0.0 0.2 0.1 -0.181
C 2.394 -0.585 2.889 0.0 0.0 0.0 -1.006
P 0.908 -1.404 2.154 0.3 -0.7 -0.2 1.230
O 1.494 -2.583 1.424 -0.1 0.3 0.1 -1.121
O 0.072 -0.360 1.490 -0.3 0.6 -0.1 -0.558
C -0.071 -2.236 3.495 0.0 0.0 0.0 -0.967
N -0.344 -3.636 3.002 -0.2 0.2 0.2 -0.205
H 3.295 -2.220 2.021 -0.1 -0.1 -0.1 0.319
H 3.816 -2.002 3.589 0.0 0.0 0.0 0.363
H 4.412 -1.029 2.410 0.0 0.0 0.0 0.365
H 2.582 0.305 2.291 0.0 0.0 0.0 0.326
H 2.283 -0.280 3.927 0.1 0.0 0.0 0.450
H -1.006 -1.727 3.713 0.0 -0.1 0.0 0.413
H 0.511 -2.308 4.412 0.0 0.0 0.0 0.451
H -0.306 -4.336 3.744 0.0 0.0 0.1 0.384
H 0.375 -3.838 2.287 0.2 -0.1 -0.2 0.304
H -1.258 -3.714 2.553 0.0 0.0 0.0 0.330
```
Forces are in eV/Å.



# CH27O13

A molecular structure, CH27O13 at a distorted geometry (ωB97M-V/def2-TZVPD, the OMol25 dataset).

Calculated values
HOMO-LUMO gap	9.38	eV
LUMO level	2.831	eV
ΔE to the lowest compared entry with this formula, charge and spin	72.7	kcal per mole
total charge	-1
calculated total energy	-28092.6606	eV

```
41
Properties=species:S:1:pos:R:3:forces:R:3:mulliken_charge:R:1
C 0.281 -0.295 -0.451 -2.6 -3.0 2.6 0.959
O 0.282 0.357 0.817 -0.1 0.2 0.7 0.014
H 0.859 -1.286 -0.434 0.5 2.5 -0.3 -1.211
H -0.696 -0.905 -0.542 0.7 1.7 -0.2 -0.615
H 0.375 0.541 -1.086 0.4 -0.4 -1.9 0.844
H -1.148 2.360 -0.738 0.1 -0.2 0.6 0.376
H -0.989 3.503 -1.673 -1.0 -0.6 0.3 0.365
O -1.700 2.979 -1.220 1.0 0.8 -0.8 -0.737
H 2.439 -1.464 -1.801 0.0 5.2 0.0 0.379
H 1.678 -2.602 -1.114 1.4 0.7 -1.4 0.162
O 2.429 -2.347 -1.718 -1.0 -6.5 1.0 -0.624
H -2.940 0.060 1.339 -0.6 -0.3 -0.9 0.310
H -3.530 0.413 -0.016 -0.1 0.3 -0.4 0.324
O -3.473 -0.319 0.595 0.6 0.4 1.5 -0.708
H 0.807 1.648 0.883 2.2 0.9 -1.6 0.211
H 1.928 3.138 0.854 2.4 5.0 4.0 0.118
O 1.576 2.472 0.431 -4.4 -6.5 -3.0 -0.608
H 0.897 -3.846 0.145 0.5 -0.9 -0.3 0.324
H 0.093 -2.887 0.841 -0.7 1.3 1.2 0.335
O -0.023 -3.652 0.293 0.4 -0.6 -0.5 -0.695
H 1.968 2.733 -1.505 0.7 1.3 2.2 0.333
H 1.493 1.503 -2.008 0.5 2.0 -1.4 0.408
O 1.654 2.461 -2.335 -1.2 -3.0 -1.1 -0.674
H 1.549 0.059 1.780 -3.9 0.1 -1.6 0.261
H 2.317 -0.071 3.020 -0.2 -0.5 3.6 0.296
O 2.387 0.024 2.125 4.8 0.0 -1.4 -0.707
H 2.435 0.400 -0.001 1.6 0.1 -1.5 0.230
H 3.772 0.659 -0.889 -0.6 0.0 0.5 0.248
O 2.907 0.223 -0.876 -0.4 0.2 0.9 -0.589
H -2.991 -2.030 0.078 -1.1 2.1 2.0 0.347
H -1.903 -3.183 0.052 -0.4 0.5 -0.1 0.312
O -2.578 -2.672 -0.423 1.4 -2.8 -2.2 -0.609
H -0.847 1.186 1.402 -0.3 0.1 0.0 0.323
H -0.988 2.552 2.002 1.7 3.0 0.7 0.277
O -1.493 1.820 1.833 -2.1 -3.0 -0.5 -0.769
H -1.574 -2.017 2.305 0.3 0.4 -0.1 0.256
H -0.602 -0.712 2.001 0.0 -2.5 0.0 0.308
O -0.654 -1.732 2.206 -0.1 1.8 0.0 -0.735
H -1.997 -0.388 -1.715 0.0 -0.6 0.2 0.309
H -2.000 1.086 -2.013 0.0 0.6 -0.2 0.322
O -1.998 0.229 -2.444 -0.3 0.0 -0.4 -0.672
```
Forces are in eV/Å.



# C37H55Br2ClF5N15O2P2S2

15 unconnected molecules or ions with the total composition C37H55Br2ClF5N15O2P2S2 at a distorted geometry (ωB97M-V/def2-TZVPD, the OMol25 dataset).

Calculated values
HOMO-LUMO gap	7.33	eV
LUMO level	-1.029	eV
total charge	0
calculated total energy	-272136.7731	eV

```
121
Properties=species:S:1:pos:R:3:forces:R:3:mulliken_charge:R:1
C 4.102 0.591 0.852 -0.1 0.7 0.2 -0.663
C 3.001 1.082 -0.217 -0.7 0.3 0.4 0.293
P 3.154 0.154 -1.897 2.1 1.0 -0.3 0.450
C 3.544 1.401 -3.310 -0.8 0.0 -0.9 -0.847
P 1.227 -0.889 -2.346 1.5 -1.5 1.6 0.563
Cl 2.271 -2.686 -1.693 -0.6 -0.2 4.5 -0.354
N 0.174 -1.067 -0.969 0.7 -3.8 0.9 -0.319
C 0.242 -2.288 -0.425 -3.3 0.4 -1.9 -0.039
S -0.511 -3.735 -0.009 2.3 4.1 -0.3 0.047
C 1.179 -1.651 -4.078 -0.3 -0.6 -2.3 -0.565
Br 2.634 -3.067 -4.132 -0.4 0.7 -4.0 -0.099
C -0.149 -2.414 -4.544 0.2 -1.6 -0.3 -0.152
C -0.856 -3.347 -3.447 0.1 -0.6 -1.0 -0.869
Br -1.452 -1.233 -5.544 0.8 -0.7 0.8 -0.121
S 0.204 0.924 -2.881 0.4 7.9 -3.8 0.755
O 0.336 1.314 -4.362 -0.5 -2.6 3.6 -0.586
O 0.680 2.180 -2.128 -1.5 -4.0 -0.4 -0.569
C -1.661 0.945 -2.551 -2.7 0.4 -0.9 -0.058
F -2.291 1.630 -3.664 1.4 -1.6 2.6 -0.125
F -2.275 -0.326 -2.488 1.4 2.8 0.3 -0.088
C -2.053 1.868 -1.260 -1.6 0.7 1.1 0.492
F -1.328 1.542 -0.094 -1.7 1.2 -3.1 -0.164
F -2.002 3.268 -1.582 0.3 -4.0 1.2 -0.195
F -3.444 1.625 -0.944 3.3 0.5 -0.7 -0.280
H 4.486 1.544 1.388 -0.5 -1.6 -0.9 0.282
H 3.601 -0.054 1.661 0.9 0.7 -1.4 0.335
H 5.002 0.067 0.375 -1.5 0.7 0.7 -0.075
H 1.942 0.903 0.223 1.7 0.5 -0.9 0.187
H 3.141 2.197 -0.445 -0.4 -1.6 0.2 -0.179
H 3.094 0.960 -4.282 0.5 0.8 1.5 0.294
H 3.095 2.435 -3.126 0.7 -1.4 -0.3 0.181
H 4.678 1.413 -3.465 -1.9 0.0 0.5 0.455
H 1.489 -0.948 -4.947 -0.6 -0.8 1.9 0.606
H 0.198 -3.148 -5.374 -0.5 1.6 1.4 0.499
H -0.013 -3.870 -2.862 -1.4 0.9 -0.7 0.252
H -1.391 -4.192 -4.036 0.8 1.5 1.0 0.388
H -1.636 -2.833 -2.793 1.3 -0.6 -0.8 0.130
C -2.784 0.037 2.607 0.5 -0.1 0.8 0.031
C -2.007 -0.168 3.876 2.0 -0.5 3.3 0.404
N -1.388 -0.327 4.885 -2.7 0.7 -4.3 -0.482
H -3.260 -0.899 2.307 0.1 0.0 0.1 -0.015
H -3.554 0.795 2.762 0.1 -0.1 0.1 0.309
H -2.114 0.366 1.811 0.0 -0.1 0.1 -0.252
C 7.130 -0.986 3.458 -0.2 -0.2 -0.9 -0.825
C 6.896 -1.371 2.026 -0.5 -1.0 -3.7 0.467
N 6.710 -1.676 0.887 0.9 1.3 4.9 -0.480
H 6.820 0.048 3.619 0.0 -0.1 -0.1 0.250
H 6.553 -1.637 4.116 0.0 0.0 -0.1 0.339
H 8.190 -1.082 3.700 -0.1 0.0 -0.1 0.301
C -5.784 0.255 -3.185 0.0 -0.9 -0.5 -0.305
C -5.865 -1.067 -3.892 -0.3 -3.8 -2.0 0.281
N -5.936 -2.125 -4.454 0.3 5.0 2.6 -0.461
H -6.234 1.035 -3.802 0.0 -0.1 0.0 0.329
H -6.318 0.202 -2.234 0.0 0.0 -0.1 0.362
H -4.740 0.511 -2.994 -0.1 -0.1 0.0 -0.200
C -3.468 4.334 -4.323 -0.8 0.6 -0.4 -0.167
C -4.528 5.250 -4.866 -2.7 2.3 -1.4 0.127
N -5.371 5.979 -5.297 3.6 -3.1 1.9 -0.462
H -3.539 3.358 -4.806 0.0 0.2 0.0 0.014
H -2.480 4.755 -4.515 -0.1 -0.1 0.0 0.319
H -3.600 4.209 -3.247 0.0 0.0 -0.1 0.183
C 8.591 0.393 -2.071 -0.9 0.2 -0.1 -0.868
C 7.143 0.767 -1.954 -3.6 0.9 0.4 0.414
N 5.991 1.067 -1.859 5.4 -1.4 0.0 -0.345
H 9.201 1.092 -1.499 -0.2 -0.1 0.0 0.110
H 8.747 -0.616 -1.684 -0.1 0.1 0.0 0.265
H 8.900 0.424 -3.118 -0.2 0.0 0.1 0.354
C 10.333 3.847 0.794 -0.4 -0.8 0.0 -0.858
C 9.665 2.503 0.837 -1.7 -3.4 0.2 0.529
N 9.133 1.434 0.871 2.3 4.6 0.0 -0.500
H 10.294 4.313 1.780 0.0 -0.1 -0.1 0.311
H 11.377 3.733 0.495 -0.1 -0.1 0.0 0.287
H 9.824 4.492 0.075 0.0 -0.1 0.1 0.276
C -2.149 -7.031 1.798 0.3 -0.4 -0.9 -0.105
C -1.708 -7.571 0.468 1.1 -1.4 -3.4 0.299
N -1.357 -8.000 -0.591 -1.5 1.9 4.5 -0.456
H -2.592 -6.041 1.668 0.2 -0.3 0.0 -0.123
H -2.889 -7.699 2.243 0.1 0.0 -0.1 0.302
H -1.291 -6.953 2.469 0.0 0.0 -0.1 0.253
C -0.822 -0.591 8.426 0.6 -0.1 0.8 -0.636
C -0.043 -0.790 9.696 2.0 -0.5 3.2 0.287
N 0.575 -0.952 10.706 -2.7 0.6 -4.3 -0.432
H -1.297 -1.527 8.131 0.1 0.1 0.0 0.228
H -1.592 0.167 8.579 0.1 -0.1 0.0 0.280
H -0.154 -0.263 7.628 -0.1 -0.1 0.1 0.280
C -4.742 1.123 -7.219 0.7 -0.4 -0.5 -0.142
C -3.699 0.443 -8.058 3.0 -1.9 -2.4 0.253
N -2.869 -0.097 -8.734 -3.9 2.5 3.2 -0.436
H -4.393 2.115 -6.924 0.0 -0.1 -0.1 0.065
H -5.667 1.226 -7.790 0.1 0.0 0.0 0.364
H -4.940 0.533 -6.323 0.1 0.0 -0.1 -0.095
C -2.971 8.353 -4.392 0.6 0.8 0.2 -0.470
C -2.035 9.476 -4.048 2.4 2.9 0.9 0.157
N -1.290 10.369 -3.775 -3.2 -3.9 -1.2 -0.383
H -2.438 7.401 -4.352 0.0 0.2 0.0 0.053
H -3.798 8.327 -3.681 0.1 0.0 -0.1 0.302
H -3.370 8.495 -5.397 0.1 0.0 0.1 0.315
C 3.242 5.522 -0.009 0.8 -0.4 -0.3 -0.716
C 4.541 4.873 -0.396 3.3 -1.7 -1.0 0.380
N 5.573 4.357 -0.704 -4.4 2.3 1.4 -0.419
H 2.522 4.759 0.294 0.1 0.0 -0.1 0.208
H 3.405 6.209 0.824 0.1 -0.1 -0.1 0.319
H 2.838 6.077 -0.856 0.1 -0.1 0.1 0.266
C -5.705 -2.982 2.562 0.9 -0.3 -0.7 -1.127
C -4.412 -3.630 2.160 3.3 -1.6 -1.1 0.435
N -3.382 -4.146 1.839 -4.6 2.5 1.4 -0.557
H -6.420 -3.743 2.873 0.2 0.2 -0.1 0.400
H -5.534 -2.296 3.393 0.0 -0.2 -0.1 0.356
H -6.120 -2.426 1.720 0.2 -0.1 0.0 0.375
C -5.092 -5.354 5.943 -0.7 0.6 -0.4 -0.812
C -6.155 -4.441 5.403 -2.8 2.3 -1.2 0.540
N -7.001 -3.715 4.972 3.5 -3.3 2.3 -0.576
H -5.163 -6.331 5.462 -0.1 0.1 0.0 0.292
H -4.105 -4.932 5.749 -0.1 0.0 0.1 0.262
H -5.220 -5.478 7.020 0.0 0.1 -0.1 0.330
C -1.573 -4.202 10.624 -0.5 -0.4 -0.7 -0.803
C -2.442 -4.770 9.540 -2.2 -1.5 -2.7 0.391
N -3.134 -5.220 8.677 3.0 2.0 3.7 -0.428
H -2.046 -3.317 11.053 0.0 -0.1 -0.1 0.256
H -1.426 -4.944 11.410 -0.1 0.0 -0.1 0.326
H -0.602 -3.922 10.212 -0.1 0.0 0.0 0.241
```
Forces are in eV/Å.